[1]
ORCA calculation (the ωB97M-V functional and the def2-TZVPD basis) on a structure of composition C22H28AlBrN at a distorted geometry.

Each line ends with the natural charge from an NBO analysis.
CARTESIAN COORDINATES (ANGSTROEM)
C  -1.5670  -0.5096  -1.6050  -0.577
C  -1.2509  -1.0745  -0.3093  -0.300
C  -1.5005  -0.0814  0.6547  -0.228
H  -1.0689  -2.1504  -0.1358  0.221
C  -1.8754  1.1127  0.0001  -0.259
C  -1.9400  0.8625  -1.3911  -0.376
H  -2.3427  1.5149  -2.1597  0.219
H  -1.8131  -1.1074  -2.4856  0.241
H  -1.4935  -0.2310  1.7397  0.237
H  -2.1633  2.0304  0.4907  0.217
Al  0.4205  0.2303  -1.8758  1.640
Br  1.1556  2.1445  -0.8001  -0.476
C  2.1519  0.3367  -3.0176  -0.388
C  1.1108  1.1575  -3.6219  -0.401
C  0.0691  0.2807  -4.0625  -0.349
H  1.2016  2.2088  -3.8993  0.265
C  0.4487  -1.0601  -3.7197  -0.348
C  1.7070  -1.0229  -3.0363  -0.414
H  2.3341  -1.8818  -2.8015  0.267
H  3.1363  0.6772  -2.7060  0.269
H  -0.7225  0.5817  -4.7618  0.250
H  0.0062  -1.9605  -4.1476  0.246
C  1.1200  0.0406  6.4067  -0.619
C  1.0267  0.4630  4.9850  0.008
C  0.7157  1.7995  4.6944  -0.380
C  0.7411  2.2665  3.3686  0.004
C  0.4423  3.7180  3.0384  -0.627
C  1.1555  1.3562  2.4090  -0.340
C  1.3032  -0.0724  2.6046  0.304
C  1.3344  -0.4494  3.9950  -0.409
N  1.2716  -0.9008  1.5598  -0.693
C  1.4908  -2.3846  1.6585  0.087
C  2.8612  -2.5924  2.2717  -0.618
C  0.3672  -3.0586  2.4214  -0.621
C  1.4942  -3.0091  0.2532  -0.583
H  2.0286  0.4662  6.8416  0.200
H  0.2521  0.3979  6.9536  0.198
H  1.1736  -1.0422  6.4747  0.197
H  0.5108  2.4806  5.5268  0.173
H  -0.4166  4.1079  3.6027  0.197
H  1.2879  4.3825  3.2753  0.197
H  0.2322  3.8553  1.9715  0.214
H  1.3125  1.7339  1.3984  0.203
H  1.4828  -1.4879  4.3111  0.177
H  2.9181  -2.1085  3.2423  0.221
H  3.1261  -3.6432  2.3742  0.174
H  3.5884  -2.1080  1.6128  0.206
H  -0.5674  -2.9998  1.8619  0.197
H  0.5793  -4.1121  2.5950  0.181
H  0.1827  -2.5858  3.3763  0.221
H  0.4970  -3.0143  -0.2119  0.193
H  2.1736  -2.4880  -0.4314  0.197
H  1.8104  -4.0634  0.3222  0.186

Values from the calculation:
Kohn-Sham gap: 4.6 eV
Lowest unoccupied orbital energy: 2.40 eV
E_tot: -101398.029 eV
Total charge: -1

---

[2]
ORCA calculation (the ωB97M-V functional and the def2-TZVPD basis) on the molecule C6H9N at a distorted geometry.

Each line ends with the natural charge from an NBO analysis.
CARTESIAN COORDINATES (ANGSTROEM)
C  -0.2385  1.5884  -0.2196  -0.436
C  -1.4338  0.6545  -0.0355  -0.204
C  -1.4838  -0.6950  0.0971  -0.198
C  -0.2530  -1.5230  -0.0823  -0.254
C  2.0604  -0.0931  -0.0440  -0.222
C  0.7970  0.6007  0.3493  -0.068
H  -0.1222  1.8223  -1.2739  0.227
H  -0.3009  2.4796  0.3172  0.210
H  -2.4930  1.0042  -0.0981  0.206
H  -2.4702  -1.1981  0.2409  0.214
H  -0.6636  -2.0710  -1.1012  0.212
H  -0.0478  -2.1652  0.7765  0.195
H  2.5378  -0.4613  0.8466  0.181
H  2.8537  0.1707  -0.7457  0.207
H  0.5424  0.4594  1.4270  0.169
N  0.7155  -0.5732  -0.4542  -0.441

Values from the calculation:
Kohn-Sham gap: 10.0 eV
Lowest unoccupied orbital energy: 1.18 eV
SMILES: C1=CCN2C[C@H]2C1
E_tot: -7854.334 eV
Total charge: 0

---

[3]
ORCA calculation (the ωB97M-V functional and the def2-TZVPD basis) on a cluster of 9 separate species, C34H71BBr16O2PS in total at a distorted geometry.

Each line ends with the Mulliken charge.
CARTESIAN COORDINATES (ANGSTROEM)
C  3.2652  -0.0710  -0.2637  -0.395
C  2.7031  -1.6033  -0.5298  -0.245
C  2.1511  -1.7191  -2.0880  -0.710
C  0.5214  -1.3717  -2.2079  0.010
C  -0.3641  -2.7419  -2.4062  0.116
C  -1.6972  -2.5606  -3.3569  -0.692
C  -2.9995  -3.2534  -2.6298  0.353
C  -4.3562  -2.3333  -2.6233  -0.665
C  -4.1960  -0.8606  -1.9207  -0.067
B  -4.7034  -0.7720  -0.3596  -0.233
C  -4.4754  -2.1694  0.5115  0.280
C  -2.9182  -2.4523  0.9352  1.201
C  -2.5235  -1.9495  2.4526  -1.063
C  -4.1615  0.5331  0.4803  -0.437
C  -2.5891  0.9215  0.2324  0.401
C  -2.0649  2.2133  1.1453  -0.230
C  -2.1682  3.6540  0.3644  0.274
O  -1.3998  4.6588  0.8699  -0.534
O  -3.0474  3.7974  -0.8064  -0.205
C  -2.8008  5.0455  -1.5451  -0.156
C  -1.4736  4.9063  -2.5174  -0.634
P  -6.6436  -0.5607  -0.4556  0.198
S  -7.1979  1.1103  -1.2832  -0.518
H  2.3203  0.5855  -0.0004  0.067
H  4.0138  0.0082  0.6423  -0.015
H  3.7684  0.4164  -1.2081  0.223
H  3.5939  -2.3570  -0.3019  0.337
H  1.8734  -1.8437  0.2789  0.096
H  2.4156  -2.7923  -2.5087  0.270
H  2.8020  -0.9333  -2.7074  0.247
H  0.3310  -0.5452  -3.0146  0.368
H  0.2317  -0.9157  -1.1545  -0.305
H  0.3610  -3.5236  -2.9428  0.046
H  -0.5908  -3.1692  -1.3391  0.067
H  -1.8760  -1.4222  -3.6688  0.449
H  -1.4546  -3.1205  -4.3825  0.005
H  -2.6997  -3.6826  -1.5599  -0.294
H  -3.2568  -4.2219  -3.2785  0.201
H  -5.2504  -2.9839  -2.1932  0.139
H  -4.6383  -2.1304  -3.7634  0.272
H  -4.8997  -0.1211  -2.5400  0.246
H  -3.1015  -0.4955  -2.1137  -0.370
H  -4.9013  -3.1289  -0.0055  -0.836
H  -5.1138  -2.0221  1.5076  0.244
H  -2.7819  -3.6379  0.9400  0.011
H  -2.2067  -2.0561  0.0900  -0.716
H  -3.1012  -0.9995  2.8191  0.231
H  -2.7937  -2.8164  3.2260  0.342
H  -1.3652  -1.7885  2.5513  0.154
H  -4.7868  1.5250  0.2542  0.200
H  -4.3845  0.3013  1.6300  0.051
H  -1.8218  0.0618  0.4339  -0.310
H  -2.4320  1.2361  -0.9078  0.156
H  -2.6880  2.1603  2.1469  0.278
H  -0.9010  2.0153  1.3219  -0.123
H  -3.7231  5.1969  -2.2876  0.244
H  -2.7935  6.0177  -0.8684  0.187
H  -1.7421  4.4366  -3.5647  0.311
H  -1.0151  5.9679  -2.7374  0.165
H  -0.6241  4.2202  -2.0598  0.175
H  -7.1459  -0.6993  0.9176  0.034
H  -7.2566  -1.6307  -1.2048  -0.018
Br  1.6936  0.5468  2.6832  -0.012
C  2.8389  0.9649  4.2053  -0.612
C  3.8114  2.0715  3.8704  -0.281
Br  5.2838  1.4098  2.7756  -0.169
H  3.3274  0.0326  4.5029  0.375
H  2.1541  1.2800  4.9979  0.226
H  4.2836  2.4580  4.7779  0.382
H  3.3541  2.9005  3.3232  0.073
Br  7.7158  1.3066  -2.5317  -0.162
C  7.7238  2.9982  -1.5613  -0.438
C  6.9789  2.8813  -0.2521  -0.219
Br  5.0490  2.9003  -0.5340  -0.098
H  7.3057  3.7535  -2.2330  0.383
H  8.7804  3.2198  -1.3855  0.057
H  7.1813  3.7463  0.3856  0.010
H  7.2120  1.9665  0.2999  0.389
Br  -0.8332  -6.3734  -1.6102  -0.070
C  -0.9170  -7.4824  -3.2122  -0.636
C  -0.1017  -6.8843  -4.3347  -0.596
Br  -1.0344  -5.3851  -5.1634  -0.052
H  -1.9751  -7.6043  -3.4612  0.375
H  -0.5058  -8.4498  -2.9098  0.359
H  0.0387  -7.6114  -5.1395  0.358
H  0.8752  -6.5136  -4.0120  0.341
Br  -0.2519  3.4296  5.7434  -0.161
C  -0.6134  5.2149  5.0468  -0.503
C  -0.1559  5.3454  3.6128  -0.162
Br  1.7806  5.5520  3.5058  -0.169
H  -0.1301  5.9255  5.7233  0.394
H  -1.6985  5.3331  5.1177  0.378
H  -0.5639  6.2528  3.1587  0.278
H  -0.4200  4.4842  2.9927  -0.041
Br  -0.7064  -9.6595  0.5623  -0.140
C  0.4389  -9.2414  2.0844  -0.569
C  1.4114  -8.1348  1.7495  -0.433
Br  2.8838  -8.7965  0.6547  -0.136
H  0.9274  -10.1736  2.3820  0.366
H  -0.2459  -8.9262  2.8770  0.340
H  1.8836  -7.7483  2.6570  0.343
H  0.9541  -7.3057  1.2023  0.205
Br  2.3158  6.3117  -2.7369  -0.136
C  2.3238  8.0034  -1.7666  -0.559
C  1.5789  7.8865  -0.4574  -0.550
Br  -0.3510  7.9054  -0.7392  -0.131
H  1.9057  8.7587  -2.4382  0.367
H  3.3804  8.2250  -1.5907  0.352
H  1.7813  8.7515  0.1803  0.322
H  1.8120  6.9717  0.0946  0.333
Br  10.1158  4.9699  0.0231  -0.079
C  10.1238  6.6616  0.9934  -0.536
C  9.3789  6.5447  2.3026  -0.609
Br  7.4490  6.5636  2.0208  -0.132
H  9.7057  7.4169  0.3218  0.382
H  11.1804  6.8832  1.1693  0.316
H  9.5813  7.4097  2.9403  0.351
H  9.6120  5.6299  2.8546  0.371
Br  -7.5570  -3.9427  0.2457  -0.013
C  -7.4273  -5.8885  0.2246  -0.616
C  -6.4785  -6.3850  1.2904  -0.599
Br  -4.6204  -6.1235  0.7586  -0.104
H  -7.1327  -6.1780  -0.7881  0.373
H  -8.4439  -6.2430  0.4177  0.336
H  -6.5850  -7.4645  1.4293  0.350
H  -6.6082  -5.8850  2.2543  0.358

Values from the calculation:
Kohn-Sham gap: 5.4 eV
Lowest unoccupied orbital energy: 1.28 eV
E_tot: -1181980.099 eV
Total charge: -1

---

[4]
ORCA calculation (the ωB97M-V functional and the def2-TZVPD basis) on a cluster of 2 separate species, C7H13N in total at a distorted geometry.

Each line ends with the natural charge from an NBO analysis.
CARTESIAN COORDINATES (ANGSTROEM)
C  0.3416  -1.3547  -0.0880  -0.439
C  1.4103  0.9469  0.4367  -0.709
C  1.6291  -2.1704  -0.1683  -0.607
C  0.5009  -0.1352  0.9883  0.376
N  0.4831  -0.5033  2.2154  -0.702
H  1.2139  -0.0935  2.7971  0.339
H  -0.4656  -1.9889  0.2785  0.220
H  0.0926  -0.9740  -1.0801  0.196
H  0.8781  1.4620  -0.3643  0.226
H  1.6584  1.6733  1.2106  0.213
H  2.3371  0.5389  0.0393  0.225
H  2.4491  -1.5857  -0.5827  0.196
H  1.9369  -2.5201  0.8161  0.216
H  1.4775  -3.0510  -0.7918  0.214
C  -2.5314  1.6551  -1.6754  -0.695
C  -1.9732  1.1401  -0.4452  0.035
C  -1.6126  0.9111  0.6990  -0.285
H  -2.7658  0.8380  -2.3611  0.236
H  -1.8305  2.3285  -2.1711  0.238
H  -3.4506  2.2098  -1.4744  0.243
H  -1.7790  0.6734  1.7212  0.265

Values from the calculation:
Kohn-Sham gap: 9.5 eV
Lowest unoccupied orbital energy: 0.74 eV
SMILES: [H]/N=C(\C)CC.C#CC
E_tot: -8956.382 eV
Total charge: 0